# 1
The following is a quantum chemistry calculation of a structure of composition C2H2LaLiO2 at a distorted geometry, from the OMol25 dataset.

## Properties
Charge ... +2
Energy relative to the best compared isomer or geometry (same formula, charge and spin) ... 0.00 kcal/mol
Orbital gap ... 7.65 eV
Max |F| ... 6.125 eV/Å
Multiplicity ... 1
E_HOMO ... -16.855 eV
E ... -266.38852 Ha

Each line ends with the Löwdin charge.
CARTESIAN COORDINATES (ANGSTROEM)
O  -0.928340  -0.810938  1.008110  -0.0775
C  -1.568319  -0.037141  0.372176  -0.1988
C  -1.778709  0.889792  -0.533118  0.1121
O  2.833149  -0.519913  0.172603  -1.0120
Li  4.143476  -0.174794  -0.864306  0.7944
La  1.518706  -1.857714  1.502296  2.1610
H  -1.951490  1.913550  -0.192903  0.1106
H  -2.268476  0.597160  -1.464860  0.1101

Atomic forces in eV per Å
0.2733 -0.9510 0.9007
1.5501 1.0677 -1.4884
-1.4007 -0.3287 0.6909
-3.3651 -3.7305 3.5039
0.2857 0.2960 -0.2689
2.2209 3.8157 -3.4088
0.2041 -0.1669 -0.0445
0.2316 -0.0023 0.1151

# 2
The following is a quantum chemistry calculation of a structure of composition C2HN3O3 at a distorted geometry, from the OMol25 dataset.

## Properties
Charge ... 0
Energy relative to the best compared isomer or geometry (same formula, charge and spin) ... 147.47 kcal/mol
Orbital gap ... 9.84 eV
Max |F| ... 5.444 eV/Å
Multiplicity ... 1
E_HOMO ... -11.101 eV
E ... -466.63285 Ha

Each line ends with the natural charge from an NBO analysis.
CARTESIAN COORDINATES (ANGSTROEM)
C  -0.993185  -0.709004  1.356883  0.5372
C  0.462416  -0.300173  -0.763590  0.7103
H  -1.304494  -0.096717  2.518207  0.1588
N  -0.519846  0.054791  0.240152  -0.2587
N  0.769013  1.876757  -0.516115  0.2492
N  0.967845  0.880900  -1.229519  -0.2427
O  -1.046787  -1.895320  1.254901  -0.4909
O  -0.319147  1.532167  0.334693  -0.2149
O  0.862187  -1.328767  -1.032042  -0.4481

Atomic forces in eV per Å
-0.1321 1.0867 2.7205
-3.0796 2.4873 3.0567
0.9730 -1.2936 -3.8845
0.8030 2.7632 -0.6265
-2.4512 -2.9830 -0.9564
2.7326 3.6356 -0.5111
-0.1182 0.7090 0.0205
-0.1471 -1.3592 1.6508
1.4195 -5.0460 -1.4700